55
Properties=species:S:1:pos:R:3 method="wB97M-V/def2-TZVPD" energy_ha=-1939.8357 total_charge=0 relative_energy_kcal_mol=0.2
Ru 0.88 -0.06 -0.35
O 1.13 -2.73 0.72
C 2.25 -3.24 0.02
C 3.26 -2.12 -0.23
N 2.68 -1.03 -1.03
C 3.61 0.10 -1.14
C 2.88 1.35 -1.65
O 3.34 2.06 -2.50
O 1.74 1.58 -1.03
C 2.38 -1.54 -2.41
C 0.89 -1.72 -2.71
O 0.56 -2.47 -3.60
O 0.10 -0.99 -1.99
H 1.40 -2.54 1.62
H 1.87 -3.65 -0.92
H 2.73 -4.06 0.56
H 4.14 -2.53 -0.76
H 3.60 -1.71 0.72
H 4.44 -0.12 -1.83
H 4.02 0.32 -0.16
H 2.88 -2.48 -2.58
H 2.77 -0.83 -3.14
S -4.85 3.28 -0.11
C -3.32 2.37 -0.14
C -2.57 2.28 -1.30
C -1.38 1.57 -1.28
N -0.93 0.97 -0.18
C -1.64 1.06 0.95
C -2.84 1.75 1.01
C -5.93 1.95 -0.62
C -6.30 1.80 -1.95
C -7.15 0.75 -2.28
N -7.64 -0.11 -1.40
C -7.28 0.04 -0.13
C -6.44 1.05 0.32
H -2.90 2.75 -2.21
H -0.77 1.46 -2.17
H -1.21 0.56 1.81
H -3.38 1.81 1.94
H -5.93 2.48 -2.70
H -7.45 0.61 -3.31
H -7.69 -0.67 0.57
H -6.20 1.14 1.36
N 1.07 -0.09 1.48
C 2.22 -0.07 2.22
C 2.40 -1.00 3.27
C 3.55 -1.00 4.03
C 4.55 -0.05 3.79
C 4.36 0.91 2.80
C 3.22 0.90 2.02
H 1.60 -1.70 3.47
H 3.68 -1.73 4.82
H 5.44 -0.04 4.39
H 5.11 1.67 2.64
H 3.05 1.67 1.28

***

33
Properties=species:S:1:pos:R:3 method="wB97M-V/def2-TZVPD" energy_ha=-594.0467 total_charge=+1 relative_energy_kcal_mol=93.8
C 1.02 0.54 0.86
C 1.17 0.29 -2.10
C -0.12 -0.48 -1.76
C 2.63 0.40 -0.25
C -0.49 0.35 0.59
C 2.65 -1.59 -1.64
C -2.19 -1.17 -0.62
C -2.67 1.16 1.30
C -1.11 0.52 2.94
N 2.36 -0.16 -1.47
N -0.85 -0.41 -0.50
N -1.31 0.64 1.55
O 1.17 1.82 1.35
H 1.33 -0.13 1.72
H 1.29 0.17 -3.18
H 1.04 1.33 -1.90
H -0.79 -0.36 -2.61
H 0.03 -1.70 -1.84
H 2.84 1.42 -0.46
H 3.18 -0.11 0.54
H 2.52 -1.81 -2.82
H 3.66 -1.80 -1.34
H 2.09 -2.26 -1.07
H -2.93 -0.54 -1.09
H -2.13 -2.05 -1.14
H -2.51 -1.57 0.36
H -3.39 0.35 1.59
H -2.78 2.11 1.88
H -2.89 1.30 0.26
H -1.80 -0.20 3.22
H -0.08 0.19 3.01
H -1.33 1.44 3.42
H 0.37 2.29 1.17

***

6
Properties=species:S:1:pos:R:3 method="wB97M-V/def2-TZVPD" s_squared=2.0140 energy_ha=-7897.9554 total_charge=0 multiplicity=3
C 0.93 0.40 -0.84
C -0.31 0.44 -1.18
F 1.97 0.46 -1.65
Br 1.53 0.21 1.03
Br -2.15 -1.90 3.13
Br -1.96 0.38 -0.50